# 1
Computed, not measured: a molecular structure, C48H57F11N6O7PTi, with ωB97M-V with the def2-TZVPD basis set.

Values from the calculation:
**Highest occupied orbital energy (spin up / spin down)**: -2.6 / -5.7 eV
**LUMO (spin up / spin down)**: 2.22 / 2.05 eV
**Total charge**: -1
**Orbital gap (spin up / spin down)**: 4.85 / 7.74 eV
**F_max**: 0.37 eV/Å
**2S+1**: 3

Element x y z (Å)
Ti: -0.50452 -0.78928 -0.06053
C: 6.30183 -2.81633 -3.14263
C: 4.98407 -3.55653 -3.33197
N: 3.84054 -2.79362 -2.86956
C: 3.22062 -3.16665 -1.69696
C: 2.19693 -2.45766 -1.15504
C: 1.49427 -3.01238 0.05280
O: 2.01379 -3.84611 0.76818
O: 0.27417 -2.56761 0.20096
C: 1.75685 -1.28112 -1.80875
O: 0.82984 -0.48540 -1.29250
C: 2.27617 -0.96102 -3.09832
C: 1.77111 0.10112 -3.85411
C: 2.32949 0.39592 -5.07982
F: 1.86359 1.48787 -5.74464
C: 3.35649 -0.34665 -5.64184
C: 3.85154 -1.42338 -4.88251
C: 3.34334 -1.72953 -3.63183
N: 3.93347 -0.07725 -6.89136
C: 5.37570 0.10519 -6.95238
C: 6.09905 -0.95806 -7.70359
N: 3.18716 -1.49853 -9.38332
C: 3.48126 -0.06995 -9.33223
C: 3.16436 0.51358 -7.95983
H: 7.13338 -3.41756 -3.51488
H: 6.46808 -2.61223 -2.08456
H: 6.30283 -1.86518 -3.67468
H: 4.99997 -4.48629 -2.76356
H: 4.83716 -3.83642 -4.37895
H: 3.58537 -4.06400 -1.21907
H: 0.95408 0.69784 -3.46889
H: 4.64080 -2.01692 -5.32038
H: 5.74358 0.15985 -5.91916
H: 5.60300 1.08791 -7.39353
H: 5.72855 -1.97206 -7.68223
H: 6.95381 -0.72582 -8.32402
H: 2.22147 -1.66955 -9.12696
H: 3.31956 -1.86242 -10.31827
H: 2.92390 0.52739 -10.06842
H: 4.54238 0.06516 -9.55892
H: 2.10756 0.34029 -7.75161
H: 3.29776 1.60495 -8.00937
O: -1.98557 -1.40778 1.26951
P: -3.17690 -2.13723 1.80461
N: -4.52988 -1.28117 1.42462
C: -5.81489 -1.88680 1.06892
C: -6.75127 -0.68340 0.93953
C: -5.81850 0.44711 0.50645
C: -4.56609 0.18309 1.33716
N: -3.28917 -3.68333 1.28963
C: -2.87306 -4.13164 -0.05684
C: -3.30639 -5.59577 -0.09992
C: -4.51352 -5.63123 0.83455
C: -4.05425 -4.73195 1.97429
N: -3.22722 -2.31751 3.43702
C: -3.93652 -1.40170 4.33650
C: -3.71353 -2.04013 5.70243
C: -2.28420 -2.57203 5.59872
C: -2.19699 -3.08721 4.15907
H: -6.16407 -2.58866 1.83196
H: -5.73283 -2.42888 0.12057
H: -7.18578 -0.44785 1.91486
H: -7.56832 -0.86918 0.24279
H: -6.23276 1.44027 0.67749
H: -5.58650 0.35644 -0.55626
H: -4.66714 0.63612 2.33261
H: -3.64548 0.56490 0.89356
H: -1.80089 -3.99673 -0.18533
H: -3.38374 -3.55389 -0.82733
H: -2.51349 -6.23778 0.29140
H: -3.53127 -5.91672 -1.11622
H: -4.77880 -6.63258 1.17483
H: -5.38490 -5.19183 0.34146
H: -3.40752 -5.29743 2.65519
H: -4.87044 -4.31598 2.56400
H: -4.99044 -1.33241 4.06229
H: -3.50727 -0.39398 4.31094
H: -4.41510 -2.86770 5.83857
H: -3.85545 -1.33302 6.51946
H: -2.06429 -3.35388 6.32512
H: -1.57016 -1.76310 5.74810
H: -2.42840 -4.15532 4.11113
H: -1.21267 -2.93307 3.72412
F: 1.37869 2.59524 2.41410
C: 1.93308 1.41416 2.73151
F: 2.55459 1.57116 3.91787
F: 2.87061 1.15323 1.82064
C: 0.84570 0.28791 2.74721
O: 0.54175 -0.05356 1.50139
C: -0.40986 0.84071 3.50185
F: -1.14861 1.60948 2.70834
F: -0.10097 1.56328 4.59762
F: -1.19867 -0.16980 3.91841
C: 1.41578 -0.93669 3.53201
F: 0.69772 -2.02945 3.29136
F: 1.42161 -0.74205 4.87262
F: 2.67800 -1.19137 3.16342
C: -0.94722 7.14261 1.50462
C: -1.09209 5.80127 0.83476
C: 0.02099 5.11240 0.36433
C: -0.09336 3.87096 -0.24647
C: 1.11779 3.13739 -0.75451
C: -1.36670 3.31091 -0.38562
C: -2.49621 3.97987 0.06837
C: -3.87170 3.37896 -0.07189
C: -2.34239 5.22228 0.67716
C: -1.47264 1.95299 -1.03797
O: -1.72179 1.84123 -2.22177
O: -1.30563 0.97896 -0.18853
H: 0.08925 7.47955 1.48677
H: -1.26647 7.10139 2.54828
H: -1.55515 7.90096 1.00674
H: 1.00724 5.54977 0.48238
H: 2.02936 3.69322 -0.53480
H: 1.05519 2.98411 -1.83395
H: 1.19854 2.14972 -0.29580
H: -3.84829 2.43657 -0.61834
H: -4.54150 4.05252 -0.61104
H: -4.31255 3.19192 0.91151
H: -3.22436 5.74460 1.03843
F: -4.35220 -2.97471 -4.55884
C: -3.51513 -2.46506 -3.61053
C: -2.22336 -2.94105 -3.53190
C: -1.39038 -2.42122 -2.54363
C: -1.82181 -1.45046 -1.63744
C: -3.12061 -0.97666 -1.80179
C: -3.98484 -1.47683 -2.76989
H: -1.88714 -3.70090 -4.22664
H: -0.38000 -2.81462 -2.47415
H: -3.47321 -0.18060 -1.16114
H: -4.99447 -1.10171 -2.89456



# 2
Computed, not measured: a molecular structure, C48H58CsN2O6P3S in a non-equilibrium geometry, with ωB97M-V with the def2-TZVPD basis set.

Values from the calculation:
**Highest occupied orbital energy**: -1.4 eV
**LUMO**: 3.71 eV
**Total charge**: -2
**Orbital gap**: 5.14 eV
**F_max**: 3.66 eV/Å
**2S+1**: 1

Element x y z (Å)
Cs: -0.27987 0.23113 0.46816
C: -0.95153 -4.50386 -3.85796
C: -0.57089 -3.03702 -4.03731
C: 0.87626 -2.93635 -4.53331
P: -0.72339 -1.89398 -2.53279
C: -2.55437 -1.49697 -2.50639
C: -3.64601 -2.56541 -2.51975
C: -2.81241 -0.51054 -3.65385
C: -0.40220 -3.04986 -1.14498
C: -1.13684 -4.13048 -0.65786
C: -0.68380 -4.91111 0.40146
C: -1.45032 -6.12363 0.86916
C: 0.52819 -4.55893 1.00869
C: 1.29176 -3.50833 0.54943
C: 0.87684 -2.76043 -0.58195
N: 1.58513 -1.76748 -1.15032
C: 2.92175 -1.79500 -1.31782
C: 3.69290 -2.98274 -1.43087
C: 5.01422 -2.94865 -1.82222
C: 5.65704 -1.74807 -2.12370
C: 7.10800 -1.70922 -2.53896
C: 4.91835 -0.57543 -2.00228
C: 3.59491 -0.56828 -1.58265
P: 2.54919 0.91602 -1.38277
C: 3.62900 2.10906 -0.39243
C: 4.93138 2.64123 -0.99205
C: 3.90078 1.48860 0.97371
C: 2.77116 1.61436 -3.11835
C: 2.10541 0.63253 -4.08474
C: 2.14967 2.99810 -3.26341
H: -0.82962 -5.03973 -4.80679
H: -1.98417 -4.62541 -3.53054
H: -0.30242 -4.97424 -3.11773
H: -1.23358 -2.58475 -4.78366
H: 1.56795 -3.24760 -3.74492
H: 1.12103 -1.90687 -4.79516
H: 1.04206 -3.57253 -5.41036
H: -2.64105 -0.92357 -1.57393
H: -3.63137 -3.13100 -3.45575
H: -4.61902 -2.06915 -2.44487
H: -3.56663 -3.25950 -1.68386
H: -3.01271 -1.03848 -4.59228
H: -1.95559 0.15250 -3.79968
H: -3.66947 0.11495 -3.40245
H: -2.08200 -4.40014 -1.11279
H: -2.48149 -6.10387 0.51282
H: -1.46400 -6.18514 1.95985
H: -0.98802 -7.04286 0.49424
H: 0.86607 -5.13160 1.86868
H: 2.20394 -3.21243 1.05304
H: 3.21181 -3.93417 -1.23735
H: 5.56322 -3.88193 -1.92125
H: 7.46378 -2.70536 -2.80958
H: 7.74563 -1.33909 -1.72906
H: 7.25800 -1.04898 -3.39763
H: 5.40485 0.35953 -2.26023
H: 2.95906 2.96774 -0.24615
H: 5.70767 1.87626 -0.96425
H: 5.28557 3.48631 -0.39231
H: 4.81598 2.98778 -2.02207
H: 4.46531 0.55952 0.87296
H: 2.97787 1.24316 1.48934
H: 4.47100 2.17336 1.61037
H: 3.83929 1.66873 -3.35459
H: 1.05344 0.49550 -3.81860
H: 2.58733 -0.34411 -4.02326
H: 2.16397 0.99286 -5.11778
H: 1.08608 2.94446 -3.03305
H: 2.25252 3.36233 -4.29092
H: 2.61251 3.72881 -2.59516
O: -4.11228 1.44867 -1.51209
C: -3.41936 1.73447 -0.52739
O: -2.55467 1.01587 0.05851
C: -3.60448 3.09932 0.10456
C: -4.00041 4.19484 -0.65325
C: -4.09388 5.44345 -0.06498
C: -3.81679 5.58765 1.29016
C: -3.46815 4.48562 2.05380
C: -3.35402 3.22396 1.46942
P: -2.90077 1.69204 2.41494
C: -3.93441 2.16846 3.91397
C: -3.56637 2.87634 5.05589
C: -4.49609 3.16110 6.04802
C: -5.81142 2.73959 5.92155
C: -6.19281 2.02311 4.79498
C: -5.25990 1.73809 3.81080
C: -1.26046 2.23473 3.01169
C: -0.77529 1.71474 4.21233
C: 0.46470 2.08987 4.69670
C: 1.26325 2.95611 3.96413
C: 0.80932 3.44908 2.75298
C: -0.44926 3.09868 2.28569
H: -4.21642 4.04385 -1.70380
H: -4.37776 6.30664 -0.65658
H: -3.87491 6.56680 1.75244
H: -3.27786 4.61284 3.11151
H: -2.54203 3.21026 5.17164
H: -4.19193 3.72443 6.92363
H: -6.53219 2.96299 6.69973
H: -7.21662 1.68207 4.69236
H: -5.54939 1.16788 2.93330
H: -1.38626 1.00953 4.76707
H: 0.83917 1.66539 5.61709
H: 2.25398 3.20534 4.32188
H: 1.43937 4.10752 2.16415
H: -0.81044 3.48583 1.34460
O: 0.16972 4.69796 -0.77331
C: 0.03061 3.58117 -0.82217
N: -2.32276 -2.54258 1.88417
C: -2.95625 -2.12827 2.76602
H: -1.76546 -2.90963 1.12092
C: 0.74222 -1.94615 3.85164
S: 1.90209 -0.72535 3.19699
O: 2.89797 -1.49441 2.47124
O: 2.42262 -0.04007 4.37336
O: 1.09060 0.14196 2.32625
H: 1.28346 -2.50368 4.61309
H: 0.43672 -2.59966 3.03744
H: -0.10976 -1.41900 4.27769